No. 1
{
  "formula": "CHF3OS2",
  "method": "ωB97M-V/def2-TZVPD",
  "symbols": ["C", "O", "F", "F", "F", "S", "S", "H"],
  "xyz": [[-2.444, 0.663, 0.178], [-1.366, 0.541, 0.823], [-3.279, -0.461, 0.459], [-2.232, 0.619, -1.228], [-3.055, 1.849, 0.435], [0.816, 2.280, 0.025], [0.724, 0.411, 0.345], [1.963, 0.458, 1.255]],
  "homo_ev": -10.591,
  "orbital_gap_ev": 6.90
}

---

No. 2
{
  "formula": "C39H67ClO14",
  "method": "ωB97M-V/def2-TZVPD",
  "symbols": ["C", "C", "C", "C", "C", "C", "C", "C", "C", "C", "C", "C", "C", "C", "C", "C", "C", "O", "C", "O", "C", "C", "C", "C", "C", "Cl", "H", "H", "H", "H", "H", "H", "H", "H", "H", "H", "H", "H", "H", "H", "H", "H", "H", "H", "H", "H", "H", "H", "H", "H", "H", "H", "H", "H", "H", "H", "H", "H", "H", "H", "H", "H", "H", "H", "H", "H", "H", "H", "H", "C", "C", "C", "O", "C", "O", "O", "H", "H", "H", "H", "H", "H", "C", "C", "C", "O", "C", "O", "O", "H", "H", "H", "H", "H", "H", "C", "C", "C", "O", "C", "O", "O", "H", "H", "H", "H", "H", "H", "C", "C", "C", "O", "C", "O", "O", "H", "H", "H", "H", "H", "H"],
  "xyz": [[-4.958, 3.823, -2.078], [-4.692, 2.708, -1.065], [-3.505, 2.942, -0.133], [-2.252, 3.468, -0.817], [-1.068, 3.520, 0.154], [0.062, 4.444, -0.296], [1.125, 3.881, -1.250], [2.250, 3.100, -0.575], [1.875, 1.786, 0.106], [1.171, 0.768, -0.804], [2.119, 0.225, -1.890], [1.519, 0.024, -3.286], [0.732, -1.297, -3.463], [-0.782, -1.202, -3.686], [-1.543, -0.219, -2.816], [-1.914, -0.668, -1.375], [-1.581, -2.071, -0.928], [-0.182, -2.270, -0.783], [0.026, -3.279, 0.118], [0.965, -4.072, 0.004], [-1.053, -3.171, 1.170], [-2.175, -2.377, 0.472], [-3.595, -2.918, 0.507], [-4.090, -3.209, 1.925], [-3.998, -1.991, 2.842], [-5.406, -1.878, 3.936], [-5.238, 4.755, -1.591], [-5.793, 3.515, -2.698], [-4.093, 3.967, -2.719], [-5.603, 2.576, -0.482], [-4.575, 1.781, -1.628], [-3.806, 3.663, 0.627], [-3.265, 2.002, 0.362], [-2.431, 4.479, -1.178], [-1.990, 2.838, -1.669], [-0.723, 2.509, 0.352], [-1.452, 3.896, 1.105], [-0.406, 5.288, -0.802], [0.584, 4.836, 0.576], [0.678, 3.285, -2.048], [1.588, 4.731, -1.753], [2.721, 3.760, 0.154], [3.029, 2.873, -1.304], [2.763, 1.268, 0.466], [1.270, 1.988, 0.990], [0.844, -0.046, -0.161], [0.270, 1.213, -1.224], [2.945, 0.926, -1.979], [2.506, -0.734, -1.552], [2.361, -0.025, -3.976], [0.941, 0.899, -3.579], [1.136, -1.799, -4.343], [0.959, -1.942, -2.621], [-0.932, -0.904, -4.725], [-1.199, -2.204, -3.608], [-2.471, 0.027, -3.330], [-1.001, 0.719, -2.748], [-1.490, 0.041, -0.666], [-2.994, -0.592, -1.261], [-1.995, -2.779, -1.649], [-0.603, -2.495, 1.899], [-1.294, -4.081, 1.703], [-2.210, -1.412, 0.976], [-4.251, -2.158, 0.085], [-3.665, -3.841, -0.067], [-5.126, -3.530, 1.900], [-3.488, -4.010, 2.349], [-3.117, -2.010, 3.476], [-3.980, -1.056, 2.289], [3.168, -4.651, 2.394], [3.431, -3.422, 1.568], [4.883, -3.153, 1.272], [4.905, -1.719, 1.134], [3.887, -1.228, 1.873], [3.733, -0.074, 2.125], [3.067, -2.215, 2.283], [2.107, -4.733, 2.627], [3.478, -5.542, 1.849], [3.715, -4.602, 3.337], [2.837, -3.449, 0.652], [5.230, -3.629, 0.359], [5.541, -3.430, 2.098], [7.109, 1.857, 5.762], [7.211, 0.534, 5.049], [5.911, -0.220, 4.890], [6.357, -1.586, 4.857], [7.520, -1.657, 5.547], [8.056, -2.665, 5.866], [7.984, -0.413, 5.814], [8.096, 2.298, 5.897], [6.495, 2.548, 5.185], [6.666, 1.728, 6.750], [7.705, 0.657, 4.082], [5.374, 0.028, 3.979], [5.248, -0.092, 5.748], [-9.485, 7.703, -0.495], [-9.414, 6.200, -0.574], [-8.274, 5.559, 0.188], [-8.030, 4.369, -0.574], [-8.427, 4.605, -1.847], [-8.196, 3.901, -2.771], [-9.124, 5.764, -1.917], [-10.286, 8.083, -1.128], [-9.673, 8.019, 0.530], [-8.551, 8.149, -0.839], [-10.369, 5.754, -0.283], [-8.521, 5.301, 1.215], [-7.371, 6.174, 0.171], [5.587, -5.186, -4.058], [4.811, -5.976, -3.037], [3.641, -5.255, -2.405], [3.565, -5.872, -1.111], [4.806, -6.318, -0.796], [5.131, -6.697, 0.280], [5.618, -6.256, -1.874], [6.451, -5.752, -4.406], [4.955, -4.955, -4.915], [5.952, -4.254, -3.626], [4.493, -6.936, -3.452], [2.704, -5.389, -2.938], [3.836, -4.187, -2.272]],
  "homo_ev": -10.325,
  "orbital_gap_ev": 10.79
}

---

No. 3
{
  "formula": "C5H10N",
  "method": "ωB97M-V/def2-TZVPD",
  "symbols": ["C", "C", "C", "C", "C", "N", "H", "H", "H", "H", "H", "H", "H", "H", "H", "H"],
  "xyz": [[0.676, 1.018, 0.553], [0.896, -1.238, 0.260], [0.020, -0.331, 0.918], [1.843, 0.797, -0.449], [1.862, -0.612, -0.541], [-2.403, 0.099, -0.568], [-0.071, 1.643, 0.231], [1.283, 1.553, 1.196], [0.810, -2.249, 0.421], [-1.038, -0.587, 0.284], [-0.258, -0.580, 1.865], [2.348, 1.640, -0.907], [2.629, -1.215, -1.079], [-2.560, -0.094, -1.594], [-3.002, 0.914, -0.333], [-3.034, -0.756, -0.258]],
  "homo_ev": -14.426,
  "orbital_gap_ev": 8.74,
  "total_charge": 1
}